1.
{"formula": "C31H26ClF2N3O3PS2Sr", "method": "ωB97M-V with the def2-TZVPD basis set", "charge": -2, "homo_lumo_gap_ev": [3.88, 6.27], "e_above_lowest_kj_mol": 6.1, "e_lumo_ev": [4.365, 4.364], "multiplicity": 2, "symbols": ["Sr", "Cl", "C", "C", "C", "C", "O", "C", "C", "N", "C", "C", "C", "C", "C", "C", "C", "C", "N", "C", "C", "H", "H", "H", "H", "H", "H", "H", "H", "H", "H", "C", "C", "O", "P", "S", "S", "O", "C", "C", "H", "H", "H", "H", "H", "H", "H", "H", "H", "H", "F", "C", "C", "C", "C", "C", "F", "C", "C", "C", "C", "C", "C", "N", "H", "H", "H", "H", "H", "H"], "positions_angstrom": [[-0.453, 0.499, -0.393], [5.257, 0.432, -5.552], [3.763, 0.560, -4.608], [2.552, 0.220, -5.193], [1.392, 0.329, -4.449], [1.385, 0.779, -3.105], [0.296, 0.896, -2.443], [2.658, 1.103, -2.515], [2.863, 1.553, -1.130], [1.971, 1.604, -0.180], [2.314, 1.976, 1.102], [3.649, 2.115, 1.569], [3.910, 2.513, 2.871], [2.907, 2.812, 3.775], [1.545, 2.684, 3.372], [0.465, 2.969, 4.211], [-0.841, 2.808, 3.780], [-1.050, 2.337, 2.494], [-0.048, 2.075, 1.656], [1.239, 2.235, 2.044], [3.809, 0.991, -3.298], [2.521, -0.125, -6.219], [0.431, 0.078, -4.881], [3.892, 1.856, -0.929], [4.473, 1.864, 0.918], [4.948, 2.583, 3.188], [3.130, 3.131, 4.787], [0.674, 3.316, 5.220], [-1.685, 3.018, 4.425], [-2.052, 2.161, 2.117], [4.768, 1.241, -2.855], [3.304, -2.529, 3.200], [2.555, -1.262, 2.858], [1.134, -1.466, 2.891], [0.262, -2.113, 1.722], [-1.524, -1.289, 1.858], [1.227, -1.978, -0.017], [0.233, -3.654, 2.207], [-0.182, -4.705, 1.333], [-1.681, -4.913, 1.350], [4.378, -2.322, 3.214], [3.113, -3.309, 2.463], [3.012, -2.903, 4.184], [2.840, -0.875, 1.879], [2.735, -0.472, 3.588], [0.337, -5.597, 1.693], [0.183, -4.497, 0.324], [-2.026, -5.211, 2.342], [-1.945, -5.705, 0.641], [-2.209, -4.004, 1.066], [-4.568, 4.951, -0.678], [-4.305, 3.641, -0.979], [-3.059, 3.112, -0.739], [-2.763, 1.773, -1.040], [-3.800, 0.998, -1.620], [-5.051, 1.585, -1.805], [-6.130, 0.874, -2.287], [-5.344, 2.899, -1.503], [-3.509, -0.429, -2.043], [-4.380, -1.194, -2.835], [-4.043, -2.490, -3.173], [-2.845, -3.023, -2.733], [-2.023, -2.207, -1.979], [-2.337, -0.952, -1.650], [-2.320, 3.772, -0.289], [-6.331, 3.305, -1.665], [-5.303, -0.763, -3.177], [-4.722, -3.073, -3.785], [-2.538, -4.034, -2.970], [-1.055, -2.552, -1.628]], "forces_ev_per_a": [[-0.533, 0.278, 0.788], [-0.142, 0.017, 0.106], [0.060, -0.008, -0.031], [-0.061, -0.019, -0.052], [0.066, 0.035, -0.051], [0.071, 0.153, 0.332], [0.463, 0.022, -1.381], [0.133, 0.120, 0.371], [-0.260, -0.199, -0.340], [0.064, 0.057, 0.054], [-0.128, 0.012, 0.070], [-0.250, 0.032, 0.079], [0.246, -0.039, -0.097], [-0.337, -0.009, -0.024], [0.330, -0.104, -0.143], [-0.036, 0.101, 0.251], [-0.052, -0.083, -0.078], [0.207, 0.101, 0.063], [0.186, 0.021, -0.081], [-0.019, 0.038, -0.126], [0.215, 0.025, -0.044], [0.010, 0.002, 0.003], [0.006, -0.008, -0.013], [0.042, 0.006, -0.024], [0.041, 0.006, 0.035], [-0.011, 0.006, 0.020], [0.018, 0.001, 0.002], [-0.012, -0.002, -0.014], [0.014, 0.005, 0.022], [0.018, 0.002, -0.035], [-0.008, -0.005, -0.015], [0.162, -0.060, 0.056], [-0.222, 0.096, -0.052], [0.157, -0.017, 0.300], [-0.002, 0.428, -0.231], [-0.040, -0.323, 0.057], [-0.017, -0.347, 0.151], [0.070, -0.345, 0.117], [0.104, 0.081, 0.057], [-0.121, -0.107, -0.064], [-0.019, -0.012, -0.009], [-0.026, 0.038, -0.032], [-0.034, 0.013, -0.015], [0.002, -0.055, -0.044], [0.032, -0.015, 0.015], [-0.012, -0.028, 0.008], [-0.037, 0.059, -0.025], [0.025, 0.037, 0.014], [0.014, 0.007, 0.030], [0.051, 0.028, -0.008], [0.013, 0.012, 0.000], [-0.135, 0.114, -0.008], [-0.042, -0.065, 0.036], [-0.140, -0.054, 0.068], [0.111, -0.336, -0.177], [-0.086, -0.071, -0.030], [-0.026, 0.028, 0.008], [0.122, -0.053, 0.018], [-0.016, 0.369, 0.167], [0.076, 0.082, 0.061], [-0.159, 0.038, -0.065], [0.128, -0.125, 0.013], [-0.037, 0.381, 0.012], [-0.225, -0.186, -0.049], [0.044, -0.067, -0.010], [0.002, 0.011, 0.005], [-0.029, -0.077, -0.054], [0.027, -0.024, 0.003], [-0.031, 0.002, -0.016], [-0.026, -0.020, 0.043]], "lowdin_charge": [1.12, 0.53, -0.69, -0.15, -0.03, -0.41, -0.32, -0.13, -0.11, 0.00, -0.25, -0.08, -0.16, -0.11, -0.18, -0.06, -0.10, -0.19, -0.01, -0.16, -0.10, 0.09, 0.10, 0.09, 0.07, 0.08, 0.08, 0.10, 0.09, 0.09, 0.10, -0.09, -0.31, -0.35, -0.18, 0.23, 0.27, -0.35, -0.33, -0.10, 0.07, 0.06, 0.07, 0.07, 0.12, 0.11, 0.07, 0.07, 0.07, 0.03, 0.01, -0.30, -0.10, -0.11, -0.16, -0.23, -0.01, 0.02, -0.19, -0.02, -0.09, -0.08, -0.14, 0.04, 0.09, 0.11, 0.09, 0.09, 0.09, 0.06]}

2.
{"formula": "C3H9NS", "method": "ωB97M-V with the def2-TZVPD basis set", "smiles": "CNCSC", "homo_lumo_gap_ev": 9.64, "e_above_lowest_kj_mol": 66.1, "e_lumo_ev": 1.025, "symbols": ["C", "S", "H", "H", "H", "C", "C", "N", "H", "H", "H", "H", "H", "H"], "positions_angstrom": [[0.439, -0.559, 2.196], [-0.424, 0.791, 1.310], [1.176, -1.077, 1.587], [1.022, -0.078, 2.986], [-0.315, -1.192, 2.653], [0.633, 0.795, -1.694], [-1.053, -0.102, -0.150], [-0.103, -0.400, -1.215], [0.009, 1.625, -2.007], [1.314, 0.492, -2.488], [1.192, 1.046, -0.793], [-1.769, 0.607, -0.590], [-1.624, -0.977, 0.159], [-0.495, -0.971, -1.952]], "forces_ev_per_a": [[0.032, 0.810, 0.144], [0.337, -0.771, -0.256], [-0.354, -0.170, -0.263], [-0.233, 0.032, 0.041], [0.198, -0.344, -0.081], [-0.068, -1.569, 0.992], [-0.421, 0.748, -0.957], [0.769, -0.004, 0.270], [-0.274, 0.254, -0.109], [-0.028, 0.105, 0.004], [0.304, 0.690, -0.458], [-0.343, 0.151, 0.531], [0.273, -0.137, -0.031], [-0.191, 0.205, 0.172]], "lowdin_charge": [-0.40, 0.79, 0.03, 0.02, 0.02, -0.14, -0.55, -0.19, 0.07, 0.07, 0.04, 0.06, 0.08, 0.09]}

3.
{"formula": "CHLiO3Sc", "method": "ωB97M-V with the def2-TZVPD basis set", "charge": 2, "homo_lumo_gap_ev": [7.54, 10.07], "e_lumo_ev": [-9.651, -9.756], "multiplicity": 2, "symbols": ["O", "C", "H", "O", "O", "Sc", "Li"], "positions_angstrom": [[-0.961, 0.191, 1.312], [0.221, -0.058, 1.093], [0.821, -0.747, 1.617], [0.023, -0.112, -0.995], [0.777, -0.180, -0.058], [-1.876, 0.571, -0.529], [0.994, 0.336, -2.440]], "forces_ev_per_a": [[-0.065, 0.875, -1.232], [0.111, -2.597, 1.603], [1.137, 0.355, 2.775], [-8.214, 1.849, -9.815], [7.528, -0.534, 7.344], [-1.299, 0.116, 0.096], [0.800, -0.065, -0.770]], "lowdin_charge": [0.04, -0.22, 0.19, -0.34, -0.05, 1.50, 0.89]}

4.
{"formula": "C5H10O2", "method": "ωB97M-V with the def2-TZVPD basis set", "smiles": "C/C=C/CO.C=O", "homo_lumo_gap_ev": 10.43, "e_above_lowest_kj_mol": 258.3, "e_lumo_ev": 0.748, "symbols": ["O", "C", "C", "C", "C", "O", "C", "H", "H", "H", "H", "H", "H", "H", "H", "H", "H"], "positions_angstrom": [[-2.985, 0.161, -0.287], [-1.686, -0.062, -0.804], [-0.696, 0.164, 0.297], [0.155, -0.762, 0.737], [1.187, -0.543, 1.800], [2.737, 0.869, -0.648], [1.715, 0.865, -1.288], [-3.612, 0.091, -1.016], [-1.571, -1.084, -1.199], [-1.476, 0.637, -1.635], [-0.692, 1.162, 0.738], [0.955, -1.138, 2.692], [0.119, -1.758, 0.289], [2.180, -0.846, 1.449], [1.240, 0.510, 2.091], [1.398, -0.003, -1.898], [1.031, 1.737, -1.318]], "forces_ev_per_a": [[-0.289, -0.006, -0.169], [0.447, -0.095, -0.105], [0.132, -0.127, 0.054], [-0.122, 0.113, -0.056], [-0.002, 0.032, 0.057], [-0.444, 0.016, -0.343], [0.305, 0.015, 0.161], [0.021, 0.039, 0.144], [-0.066, 0.152, 0.109], [-0.072, -0.101, 0.153], [0.000, -0.138, -0.031], [0.053, 0.058, -0.143], [-0.025, 0.143, 0.056], [-0.156, 0.048, 0.029], [-0.032, -0.154, -0.031], [0.117, 0.067, 0.072], [0.133, -0.061, 0.043]], "lowdin_charge": [-0.06, -0.29, -0.14, -0.18, -0.10, -0.01, -0.17, 0.09, 0.12, 0.11, 0.12, 0.08, 0.11, 0.07, 0.08, 0.09, 0.08]}

5.
{"formula": "C6H14NO2P", "method": "ωB97M-V with the def2-TZVPD basis set", "homo_lumo_gap_ev": [8.83, 5.90], "e_above_lowest_kj_mol": 369.2, "e_lumo_ev": [1.024, -3.242], "multiplicity": 3, "symbols": ["C", "C", "C", "C", "C", "C", "N", "O", "O", "P", "H", "H", "H", "H", "H", "H", "H", "H", "H", "H", "H", "H", "H", "H"], "positions_angstrom": [[1.704, -2.071, -0.608], [0.504, 2.625, -0.017], [-2.806, -0.615, -0.442], [0.350, -1.714, 0.024], [0.794, 1.108, 0.413], [-1.722, 0.097, 0.257], [-4.105, -0.062, -0.020], [-4.573, 0.819, -0.720], [-4.588, -0.442, 1.058], [-0.185, 0.017, -0.668], [1.525, -2.075, -1.670], [2.441, -1.281, -0.441], [2.093, -2.950, -0.344], [0.028, 2.617, -0.985], [-0.146, 3.061, 0.772], [1.522, 3.151, -0.096], [-2.665, -0.497, -1.452], [-2.618, -1.621, 0.003], [0.486, -1.773, 1.137], [-0.250, -2.560, -0.347], [0.439, 0.913, 1.444], [1.887, 0.952, 0.339], [-1.647, -0.284, 1.273], [-1.968, 1.188, 0.216]], "forces_ev_per_a": [[-1.312, 4.210, -1.164], [1.575, -0.821, 1.353], [-0.222, -1.225, 3.376], [1.148, -0.058, -0.194], [0.217, 1.221, 0.137], [0.138, 2.597, 0.303], [5.542, -4.478, -2.129], [-3.185, 4.579, -2.437], [-2.586, -0.611, 4.079], [1.100, -2.309, 0.440], [0.212, -0.162, -0.657], [0.108, -0.114, 0.119], [1.403, -3.551, 1.297], [-0.226, 0.366, -0.273], [0.500, 0.150, -0.803], [-1.779, -0.450, 0.194], [-0.291, -0.243, -2.536], [-1.205, 0.053, -1.265], [-0.674, 0.333, -0.815], [-0.665, 0.647, 0.482], [0.546, 0.233, -0.351], [-0.670, -0.296, 0.080], [0.206, 0.459, 0.236], [0.120, -0.532, 0.528]], "lowdin_charge": [-0.19, -0.16, -0.21, -0.39, -0.44, -0.43, -0.45, 0.13, 0.14, 0.95, 0.06, 0.06, 0.02, 0.03, 0.07, 0.09, 0.08, 0.14, 0.09, 0.07, 0.07, 0.07, 0.10, 0.10]}

6.
{"formula": "C5H6O", "method": "ωB97M-V with the def2-TZVPD basis set", "smiles": "C#C[C@@H]1O[C@@H]1C", "homo_lumo_gap_ev": 11.15, "e_above_lowest_kj_mol": 316.5, "e_lumo_ev": 1.090, "symbols": ["C", "C", "O", "C", "C", "C", "H", "H", "H", "H", "H", "H"], "positions_angstrom": [[1.234, -0.137, -0.895], [0.951, 0.503, 0.429], [0.022, 1.625, 0.142], [-0.432, 0.529, 0.899], [-1.413, -0.395, 0.358], [-2.230, -1.205, 0.007], [0.699, 0.677, -1.395], [0.703, -1.071, -1.102], [2.287, -0.192, -1.182], [1.764, 0.756, 1.109], [-0.612, 0.818, 1.926], [-2.972, -1.910, -0.297]], "forces_ev_per_a": [[-0.236, 0.347, -0.319], [-0.120, 0.611, -0.099], [0.503, 0.072, 0.681], [-0.283, -0.222, 0.558], [-0.461, -0.265, -0.108], [0.283, 0.335, 0.123], [0.575, -0.786, -1.523], [0.238, 0.055, 0.296], [-0.248, 0.034, 0.156], [-0.259, -0.023, -0.018], [-0.129, -0.268, 0.247], [0.137, 0.110, 0.006]], "lowdin_charge": [-0.04, -0.25, -0.04, -0.32, -0.07, 0.14, 0.09, 0.08, 0.08, 0.14, 0.14, 0.03]}

7.
{"formula": "C3H7O3", "method": "ωB97M-V with the def2-TZVPD basis set", "charge": -1, "homo_lumo_gap_ev": 8.48, "e_above_lowest_kj_mol": 162.5, "e_lumo_ev": 3.913, "symbols": ["O", "C", "O", "H", "H", "C", "O", "C", "H", "H", "H", "H", "H"], "positions_angstrom": [[-1.483, -3.780, -1.591], [-0.930, -3.045, -0.742], [-0.917, -1.765, -0.746], [-0.755, -3.520, 0.176], [-0.435, -0.415, -0.729], [-0.093, 1.350, 0.289], [0.010, 0.483, -0.891], [1.258, 1.832, 0.778], [-0.776, 2.292, -0.069], [-0.804, 0.750, 0.972], [1.923, 1.059, 1.169], [1.873, 2.038, -0.074], [1.129, 2.721, 1.457]], "forces_ev_per_a": [[1.053, 0.252, 0.082], [-3.159, 1.647, -1.984], [0.262, -1.796, 0.058], [1.322, -0.898, 1.994], [0.561, 0.583, -0.132], [-3.169, -0.726, -2.250], [0.491, 1.618, 1.397], [-0.255, 0.004, 0.611], [1.661, -1.755, 0.968], [1.487, 1.169, -0.177], [-0.648, -0.248, 0.907], [-0.079, 1.041, -0.905], [0.472, -0.891, -0.569]], "lowdin_charge": [-0.12, -0.57, -0.12, 0.07, -0.03, -0.34, -0.18, -0.13, 0.12, 0.12, 0.06, 0.05, 0.07]}

8.
{"formula": "C5H8O3", "method": "ωB97M-V with the def2-TZVPD basis set", "homo_lumo_gap_ev": 9.00, "e_above_lowest_kj_mol": 513.4, "e_lumo_ev": 0.601, "symbols": ["C", "C", "C", "C", "C", "O", "O", "O", "H", "H", "H", "H", "H", "H", "H", "H"], "positions_angstrom": [[-1.569, 0.970, -0.624], [1.918, 0.169, 0.945], [-0.911, -1.197, 0.991], [-0.306, 0.268, -0.227], [0.588, 0.777, 0.646], [0.263, -0.571, -1.336], [-0.773, -1.318, -1.976], [-0.276, -1.977, 1.533], [-0.375, -2.193, -2.066], [0.288, 1.647, 1.210], [-1.373, 1.603, -1.489], [-2.334, 0.240, -0.891], [-1.951, 1.567, 0.198], [2.562, 0.877, 1.463], [2.424, -0.151, 0.032], [1.824, -0.713, 1.591]], "forces_ev_per_a": [[-0.078, -0.620, -0.043], [0.118, 0.109, -0.240], [-1.283, -2.435, 1.037], [1.751, 1.421, -2.710], [0.382, -0.412, -0.662], [-0.591, 0.951, 2.265], [-0.417, 0.205, -0.031], [0.151, 0.698, -0.237], [0.206, 0.032, 0.222], [-0.275, -0.068, 0.168], [0.005, 0.001, 0.022], [0.040, 0.068, 0.000], [0.079, 0.098, 0.138], [0.009, 0.029, -0.009], [0.019, -0.037, 0.088], [-0.117, -0.038, -0.007]], "lowdin_charge": [-0.04, -0.08, 0.03, -0.45, -0.14, -0.10, -0.03, 0.10, 0.10, 0.12, 0.10, 0.08, 0.09, 0.07, 0.08, 0.07]}